31
Properties=species:S:1:pos:R:3:forces:R:3 method="wB97M-V/def2-TZVPD" total_energy_ev=-24919.72470 gap_ev=8.99 lumo_energy_ha=-0.117 total_charge=+1
C -0.981287 -0.894585 0.522653 -1.945 -1.524 -0.949
C 2.085351 0.582346 0.021097 -1.508 1.634 0.656
C 0.798166 0.157713 -0.608815 0.134 -0.790 -1.994
C 1.611752 1.507285 1.131149 -0.260 -0.117 2.561
C 0.770381 -1.352171 -0.953471 0.724 0.015 3.661
C 0.222452 0.977273 1.555957 -0.656 0.253 -0.077
C 0.130448 -1.970959 0.355724 -1.641 2.335 0.676
C -0.370769 -3.350822 0.427554 -1.605 -2.236 -4.129
C -1.457698 2.614459 -0.301852 0.650 1.115 -0.555
N -2.255431 -0.926844 0.301230 3.205 -3.492 1.615
N -0.380127 0.441682 0.304225 -0.265 0.227 -0.396
N -1.419619 1.173408 -0.314615 -0.096 0.726 -0.903
S -2.969296 0.382934 -0.084252 -0.622 2.441 -0.446
H 2.520563 -0.250150 0.530216 1.163 -0.482 -0.474
H 2.571564 1.189067 -0.749623 0.976 -0.830 0.475
H -1.116295 0.539447 -3.298596 0.830 -0.508 0.735
H 0.568834 0.769063 -1.479262 0.177 -0.084 0.001
H 2.202517 1.427118 2.063511 0.161 -0.001 -0.607
H 1.640266 2.553027 0.916244 -0.365 0.676 -0.503
H 0.203326 -1.480013 -1.803429 -1.206 -0.970 -1.811
H 1.750469 -1.822026 -0.955255 0.228 0.437 -0.835
H 0.282384 0.006730 2.058311 0.482 0.719 1.069
H -0.556088 1.650935 2.011803 1.200 -0.632 -0.126
H 0.796027 -1.868381 1.209785 0.562 0.432 -0.083
H -1.001922 -3.570315 -0.552954 0.700 0.545 2.065
H -0.927775 -3.731731 1.267672 -0.204 0.643 0.482
H 0.407389 -4.074873 0.244789 0.747 -0.062 0.275
H -1.710171 3.079855 0.648595 0.130 -0.117 0.394
H -0.526789 3.122267 -0.704659 -0.985 -0.897 0.334
H -2.290793 2.870521 -0.969486 0.319 0.055 -0.040
H -0.597833 0.247746 -2.794239 -1.031 0.486 -1.071